No. 1
{
  "formula": "CH3NO3S2",
  "method": "the ωB97M-V functional and the def2-TZVPD basis",
  "relative_energy_kj_mol": 282.4,
  "spin_multiplicity": 1,
  "total_charge": 0,
  "homo_energy_ev": -10.791,
  "gap_ev": 9.26,
  "species": ["O", "H", "H", "O", "H", "S", "N", "C", "S", "O"],
  "positions_angstrom": [[1.178898, -0.622010, 0.424107], [-1.330078, 0.503979, 0.777503], [-1.373269, 0.528548, -0.883230], [-0.028588, -2.283408, -1.175522], [-2.463381, -0.347929, -0.112083], [1.797459, 0.926550, 0.305877], [3.157794, 1.373988, 0.599398], [-1.348589, -0.209090, -0.011034], [-0.264386, -1.639058, 0.113126], [0.674139, 1.768429, -0.038142]],
  "atomic_forces_ev_per_a": [[1.42, 0.89, 0.28], [0.85, -0.03, 1.32], [1.47, -1.42, 0.45], [-0.58, 0.81, 0.98], [0.95, -1.46, 0.52], [0.05, 0.37, 0.22], [-1.54, -1.73, -0.27], [-3.08, 1.79, -2.49], [0.55, 1.20, -0.93], [-0.10, -0.41, -0.09]],
  "mulliken_charge": [-0.332, 0.419, 0.356, -0.448, 0.357, 0.824, -0.396, -0.969, 0.643, -0.453]
}


No. 2
{
  "formula": "CH3NO4",
  "method": "the ωB97M-V functional and the def2-TZVPD basis",
  "relative_energy_kj_mol": 338.0,
  "spin_multiplicity": 1,
  "smiles": "O=C(NO)OO",
  "total_charge": 0,
  "homo_energy_ev": -9.382,
  "gap_ev": 9.71,
  "species": ["H", "H", "O", "H", "O", "O", "O", "C", "N"],
  "positions_angstrom": [[-0.779189, -1.563886, -0.223908], [-2.279671, 0.615322, 0.238498], [-2.333497, -0.267383, -0.055981], [2.288983, 0.951676, 0.183313], [2.528167, -0.047218, 0.157983], [0.258522, 1.388402, -0.014396], [1.358699, -0.750596, -0.243101], [-0.051367, 0.264619, -0.142177], [-0.990643, -0.590935, 0.099771]],
  "atomic_forces_ev_per_a": [[-0.36, 1.25, 0.62], [-0.94, 2.12, 0.68], [0.24, -1.07, -0.54], [0.05, -2.11, -0.27], [-0.79, 1.97, 0.13], [-1.32, 1.34, -0.37], [-2.74, 1.25, -0.20], [6.34, -1.46, 0.91], [-0.48, -3.28, -0.95]],
  "mulliken_charge": [0.303, 0.332, -0.339, 0.330, -0.344, -0.495, -0.355, 0.605, -0.037]
}